{"formula": "C18H42N6O6", "method": "wB97M-V/def2-TZVPD", "homo_ev": [0.26, -7.09], "spin_multiplicity": 2, "charge": -1, "e_above_lowest_kj_mol": 186.2, "molar_mass_g_mol": 438.57, "max_force_ev_per_a": 3.866, "species": ["C", "O", "N", "C", "C", "H", "H", "H", "H", "H", "H", "H", "C", "O", "N", "C", "C", "H", "H", "H", "H", "H", "H", "H", "C", "O", "N", "C", "C", "H", "H", "H", "H", "H", "H", "H", "C", "O", "N", "C", "C", "H", "H", "H", "H", "H", "H", "H", "C", "O", "N", "C", "C", "H", "H", "H", "H", "H", "H", "H", "C", "O", "N", "C", "C", "H", "H", "H", "H", "H", "H", "H"], "positions_angstrom": [[3.20966, 3.44080, 1.29053], [2.88026, 2.57508, 0.47700], [3.36033, 3.24677, 2.58725], [3.66110, 4.35178, 3.51881], [3.32292, 1.97160, 3.19059], [3.23616, 4.49366, 0.96962], [3.85283, 5.28930, 2.99689], [4.49092, 4.17072, 4.20199], [2.78916, 4.61917, 4.11573], [4.08308, 1.79433, 3.95140], [2.35031, 1.87879, 3.67383], [3.62547, 1.15825, 2.53101], [-2.47179, 1.44351, 0.88768], [-3.54060, 0.84869, 1.05557], [-1.27772, 0.91201, 1.17978], [0.02168, 1.55174, 1.05495], [-1.08536, -0.40578, 1.72684], [-2.41985, 2.49956, 0.58067], [-0.04026, 2.47001, 0.47095], [0.76930, 0.98520, 0.49979], [0.37884, 1.70592, 2.07316], [-1.13093, -0.41592, 2.81584], [-1.79323, -1.10786, 1.28627], [-0.07835, -0.78418, 1.55121], [-0.61033, 2.26767, -3.66253], [-1.34590, 2.69292, -4.53703], [-0.32386, 0.95565, -3.55073], [0.61009, 0.48420, -2.54211], [-0.98961, -0.16063, -4.27204], [-0.24043, 2.83785, -2.79635], [1.54573, 0.20730, -3.02792], [0.34825, -0.40250, -1.96479], [0.91763, 1.13583, -1.72424], [-1.72043, 0.13581, -5.02446], [-0.19134, -0.63338, -4.84422], [-1.62742, -0.84979, -3.71855], [-4.76551, 0.87731, -4.54254], [-5.52445, 1.05251, -5.54555], [-5.00564, 0.03949, -3.45107], [-6.21180, -0.68385, -3.37610], [-4.21785, 0.13268, -2.27518], [-3.76883, 1.34307, -4.49914], [-6.90459, 0.04713, -2.95920], [-6.11150, -1.64550, -2.87284], [-6.61484, -0.96666, -4.34855], [-4.67244, 0.54451, -1.37415], [-3.88718, -0.78452, -1.78783], [-3.29475, 0.64132, -2.55316], [-0.94420, -3.91907, -2.54373], [-1.95450, -3.78932, -1.89293], [0.27439, -3.44636, -2.19538], [1.43286, -3.66847, -3.04120], [0.42120, -2.88084, -0.84197], [-0.85977, -4.50857, -3.46977], [1.82872, -2.65672, -3.12935], [1.16907, -4.06768, -4.02056], [2.01466, -4.39670, -2.47613], [1.28721, -2.22030, -0.88449], [-0.41030, -2.22489, -0.58420], [0.69923, -3.55580, -0.03250], [3.78641, -1.15284, 5.81528], [3.69107, -0.98163, 7.00361], [2.78867, -1.29845, 4.90704], [3.01952, -1.68709, 3.51074], [1.41590, -1.26432, 5.33335], [4.74727, -1.22626, 5.28277], [3.96602, -1.33702, 3.09880], [2.34718, -1.07598, 2.90857], [2.85034, -2.73429, 3.26004], [0.80149, -0.41104, 5.04610], [0.87089, -2.18242, 5.11391], [1.16981, -1.27529, 6.39515]], "forces_ev_per_angstrom": [[-1.5, -0.5, -1.9], [0.6, 0.5, 0.5], [1.8, 1.7, 1.7], [-0.6, 0.6, -0.5], [0.2, -1.6, 0.6], [0.4, 0.1, 0.2], [0.3, -0.2, -0.4], [0.0, -0.4, -0.3], [-0.2, -0.5, 0.3], [0.1, 0.9, 0.4], [-0.1, -0.8, -0.1], [-1.0, 0.1, -0.6], [-0.8, -0.7, 0.8], [0.7, 0.6, -0.4], [1.6, -0.4, -0.6], [-0.4, 1.0, -0.3], [-0.6, -0.9, 0.2], [0.1, -0.1, -0.3], [-0.2, 0.4, 0.4], [-0.2, -0.5, 0.2], [0.4, 0.4, -0.1], [-0.5, 0.1, 0.2], [-0.1, 0.0, 0.3], [0.0, 0.2, -0.5], [-1.5, -0.8, -0.4], [0.3, 0.6, 0.3], [-0.6, -1.6, 1.4], [1.2, -0.5, 0.3], [0.2, 1.0, -1.3], [0.4, 0.3, -0.4], [0.2, 0.0, -0.1], [-0.9, -0.2, -0.5], [-0.4, 0.9, -0.5], [0.4, 1.0, -0.1], [-0.2, -0.7, 0.2], [0.8, -0.1, 1.0], [-1.7, -0.6, -1.5], [2.0, -0.8, 3.2], [1.0, 0.8, -2.4], [-1.5, -0.1, -0.5], [1.5, 0.0, 1.1], [-0.2, 0.2, 0.1], [-0.8, -0.8, 0.6], [0.1, 0.4, 0.6], [0.3, 0.4, -0.3], [-0.5, 1.0, -0.4], [0.0, -0.9, -0.9], [0.0, 0.4, 0.4], [0.9, -0.2, 0.2], [-0.6, 0.0, 0.0], [-1.6, -0.3, 0.7], [-0.6, 0.3, 1.2], [1.1, 1.0, -0.9], [-0.4, 0.1, -0.3], [1.0, -0.4, -0.3], [-0.2, 0.1, 0.1], [0.9, 0.3, -0.5], [0.2, 0.2, 0.0], [-0.2, -0.5, 0.0], [-0.5, -0.5, -0.2], [0.3, -0.4, -1.3], [-0.3, 0.2, 0.6], [-0.3, -0.1, 0.4], [-0.3, 1.2, -0.2], [-1.7, -0.6, 1.0], [0.3, 0.0, 0.2], [0.5, -0.3, 0.6], [-0.5, -0.2, -0.1], [0.0, -0.1, 0.3], [0.4, 0.2, -0.9], [0.1, -0.1, -1.0], [1.4, 0.2, 0.5]], "lowdin_charge": [-0.384, -0.040, -0.183, -0.086, -0.118, 0.129, 0.074, 0.081, 0.076, 0.081, 0.085, 0.076, -0.345, -0.028, -0.176, -0.102, -0.077, 0.132, 0.079, 0.058, 0.077, 0.083, 0.088, 0.059, -0.346, -0.006, -0.157, -0.075, -0.036, 0.133, 0.079, 0.059, 0.069, 0.074, 0.086, 0.081, -0.252, -0.045, -0.210, -0.074, -0.084, 0.111, 0.101, 0.096, 0.085, 0.081, 0.091, 0.075, -0.385, 0.004, -0.201, -0.091, -0.093, 0.124, 0.075, 0.078, 0.081, 0.041, 0.064, 0.064, -0.394, 0.014, -0.175, -0.152, -0.115, 0.120, 0.044, 0.050, 0.050, 0.068, 0.076, 0.078]}

---

{"formula": "C25H24ClCrNO2", "method": "wB97M-V/def2-TZVPD", "homo_ev": [-0.66, -0.99], "spin_multiplicity": 5, "charge": -2, "molar_mass_g_mol": 457.92, "max_force_ev_per_a": 4.172, "species": ["C", "C", "C", "H", "C", "C", "H", "H", "H", "H", "Cr", "Cl", "C", "C", "C", "H", "C", "C", "H", "H", "H", "H", "C", "C", "C", "C", "C", "C", "N", "C", "C", "C", "C", "C", "C", "C", "O", "O", "C", "C", "H", "H", "H", "H", "H", "H", "H", "H", "H", "H", "H", "H", "H", "H"], "positions_angstrom": [[-0.38202, 1.80463, -0.05705], [-0.16239, 1.52114, -1.46440], [1.32396, 1.37419, -1.69633], [-0.86398, 1.49595, -2.30976], [1.88854, 1.39424, -0.30823], [0.87385, 1.76676, 0.61322], [1.08959, 2.10257, 1.61271], [-1.33645, 2.08032, 0.37090], [1.78054, 1.17510, -2.65135], [2.95232, 1.49499, -0.12634], [0.75266, -0.64571, -1.31573], [-1.49787, -1.60523, -1.12400], [0.41369, -2.54588, -3.13314], [1.81314, -2.33315, -2.98205], [2.14392, -1.13501, -3.67615], [2.55073, -3.10391, -2.66600], [0.94801, -0.60930, -4.24686], [-0.11434, -1.47672, -3.91496], [-1.11677, -1.47076, -4.39457], [-0.12316, -3.50589, -2.94580], [3.16664, -0.83727, -3.99791], [0.91899, 0.15109, -5.05594], [-4.82225, 0.03617, 4.03454], [-3.46938, 0.72565, 4.12714], [-3.42343, 2.12564, 4.07680], [-2.21315, 2.83422, 4.18587], [-1.04369, 2.09431, 4.24832], [-1.06980, 0.69030, 4.15016], [0.15375, 0.06408, 4.05601], [0.54651, -1.15266, 4.62827], [0.46737, -1.44568, 6.00122], [0.93557, -2.66690, 6.44926], [1.48012, -3.62417, 5.56941], [1.57633, -3.30517, 4.20265], [1.14540, -2.05847, 3.75948], [1.03709, -1.63840, 2.30759], [0.12796, -2.30045, 1.66608], [1.73993, -0.66765, 1.84390], [-2.29250, -0.03731, 4.18565], [-2.41829, -1.53389, 4.28254], [-4.89117, -0.63672, 3.17760], [-5.10222, -0.61128, 4.87613], [-5.61695, 0.79847, 3.90023], [-4.36417, 2.64825, 3.88070], [-2.17094, 3.92397, 4.08372], [-0.07347, 2.59302, 4.31157], [0.81410, 0.43809, 3.36607], [0.07393, -0.69624, 6.69175], [0.85527, -2.87191, 7.51503], [1.83748, -4.58066, 5.99105], [1.97769, -3.99259, 3.44685], [-2.71062, -1.90789, 3.28320], [-1.54400, -2.08107, 4.64578], [-3.20799, -1.89515, 4.94576]], "forces_ev_per_angstrom": [[1.6, -0.1, -1.1], [2.4, 0.1, 0.0], [-2.2, 1.2, 3.4], [0.1, 0.0, 0.8], [-0.6, 1.1, -2.6], [-0.7, 0.1, -1.6], [-0.2, -0.4, 0.3], [0.0, -0.3, 0.1], [0.2, 0.2, 0.2], [-0.1, -0.4, 0.2], [-1.7, -1.2, 0.7], [-0.1, 0.3, 0.4], [-0.2, -0.7, -1.1], [0.2, -0.4, 0.0], [0.3, 0.2, -1.0], [-0.7, 0.8, 0.1], [0.6, -0.5, -0.9], [0.1, -0.8, -0.7], [0.7, 0.2, 0.9], [0.5, 1.2, 0.4], [-0.8, 0.0, 0.7], [-0.1, -0.3, 1.0], [-0.5, 0.4, -0.3], [-0.1, 0.0, 0.1], [0.0, 0.3, -0.1], [-0.5, -0.6, -0.6], [-0.2, 0.1, -0.3], [-0.4, -0.3, 0.8], [0.7, 0.3, 0.4], [0.5, 0.1, 0.5], [0.0, 0.5, -0.6], [0.0, -0.5, 0.0], [0.0, 0.3, 0.0], [0.2, 0.0, 0.4], [-0.2, 0.0, -0.3], [-1.2, -0.7, -3.1], [2.5, 1.4, 1.7], [-0.7, -1.9, 1.3], [0.0, 0.9, 0.7], [0.0, -0.7, -0.7], [0.2, 0.1, -0.2], [0.3, 0.4, 0.2], [0.4, -0.4, 0.2], [0.3, 0.0, 0.3], [-0.1, -0.4, 0.3], [-0.3, -0.2, -0.1], [-0.4, -0.4, 0.1], [0.0, -0.3, -0.2], [0.1, -0.2, -0.1], [-0.2, 0.5, -0.5], [-0.2, 0.1, 0.5], [0.5, -0.1, 0.3], [-0.1, 0.4, -0.6], [-0.3, 0.6, 0.1]], "lowdin_charge": [-0.136, -0.229, -0.254, 0.080, -0.190, -0.182, 0.069, 0.078, 0.047, 0.075, 0.563, -0.110, -0.311, -0.238, -0.251, 0.084, -0.226, -0.249, 0.087, 0.085, 0.081, 0.086, -0.070, -0.238, -0.087, -0.107, -0.047, -0.190, 0.092, -0.239, -0.052, -0.137, -0.111, -0.030, -0.098, -0.601, -0.074, -0.078, -0.130, -0.024, 0.079, 0.068, 0.069, 0.089, 0.092, 0.107, 0.125, 0.111, 0.081, 0.085, 0.116, 0.108, 0.065, 0.068]}

---

{"formula": "C23H20N6O2S2ScSeSi", "method": "wB97M-V/def2-TZVPD", "homo_ev": [-5.43, -8.52], "spin_multiplicity": 2, "e_above_lowest_kj_mol": 60.5, "molar_mass_g_mol": 628.59, "max_force_ev_per_a": 1.457, "species": ["Sc", "O", "N", "O", "C", "C", "C", "C", "C", "C", "N", "C", "C", "N", "C", "C", "C", "C", "H", "H", "H", "H", "H", "H", "H", "N", "C", "C", "C", "C", "C", "N", "C", "H", "H", "H", "H", "S", "C", "S", "C", "N", "C", "Si", "C", "C", "Se", "H", "H", "H", "H", "H", "H", "H", "H", "H"], "positions_angstrom": [[-0.03758, -0.88107, -1.11750], [6.67914, -0.73037, 1.91658], [5.74784, -0.73349, 2.73758], [5.94240, -0.73343, 3.95944], [4.40489, -0.74411, 2.27839], [3.40641, -0.73491, 3.25513], [2.05650, -0.76418, 2.92095], [1.01498, -0.74069, 3.88899], [-0.28588, -0.78207, 3.47855], [-0.57608, -0.85395, 2.10593], [0.36883, -0.86590, 1.17176], [1.66616, -0.81313, 1.55698], [2.68250, -0.78497, 0.53215], [2.24905, -0.77583, -0.74941], [3.14509, -0.73973, -1.73962], [4.50388, -0.71939, -1.49962], [4.96938, -0.73033, -0.19831], [4.05800, -0.75425, 0.87872], [3.70286, -0.70552, 4.29171], [1.27862, -0.68878, 4.93780], [-1.10201, -0.75860, 4.18701], [-1.59822, -0.89177, 1.75511], [2.74644, -0.72570, -2.74628], [5.19344, -0.69362, -2.33143], [6.02420, -0.71715, 0.00705], [0.71130, 4.75152, 2.59312], [0.56913, 4.24155, 1.57352], [0.39245, 3.60398, 0.30499], [0.22170, 4.34104, -0.86468], [0.04283, 3.65092, -2.04836], [0.04110, 2.26699, -2.02781], [0.21513, 1.55432, -0.90937], [0.38452, 2.21500, 0.23129], [0.23003, 5.42181, -0.83329], [-0.09838, 4.17446, -2.98276], [-0.10898, 1.70177, -2.93874], [0.51393, 1.63223, 1.13456], [0.02561, -4.73100, -0.91254], [-0.02185, -3.21820, -0.95783], [0.17305, -0.71722, -5.92302], [0.19673, -0.79475, -4.34303], [0.22346, -0.84719, -3.15765], [-5.23039, -1.80989, -2.43169], [-4.82135, -0.71423, -0.95955], [-5.31387, -1.49005, 0.68397], [-5.40595, 1.06365, -1.14573], [-2.46596, -0.47379, -0.86972], [-6.31248, -1.90942, -2.55059], [-4.80589, -2.80520, -2.29905], [-4.81923, -1.38437, -3.34725], [-6.40108, -1.57698, 0.75859], [-4.95859, -0.87774, 1.51307], [-4.88121, -2.48591, 0.78299], [-6.49584, 1.13354, -1.17184], [-5.00556, 1.48635, -2.06770], [-5.03518, 1.65973, -0.31157]], "forces_ev_per_angstrom": [[0.4, 1.3, 0.6], [0.0, 0.0, 0.0], [-0.4, 0.0, -0.1], [0.0, 0.0, -0.1], [0.2, 0.0, 0.1], [-0.1, 0.0, 0.2], [0.3, 0.0, -0.1], [-0.2, 0.0, -0.1], [0.2, 0.0, 0.1], [-0.2, 0.0, -0.1], [0.1, -0.1, 0.0], [-0.1, 0.0, 0.0], [0.0, 0.0, 0.0], [-0.2, -0.3, 0.0], [0.0, 0.0, -0.2], [-0.1, 0.0, 0.0], [-0.1, 0.0, 0.0], [0.2, 0.0, -0.1], [0.0, 0.0, 0.0], [0.0, 0.0, 0.0], [0.0, 0.0, 0.0], [0.0, 0.0, 0.0], [0.0, 0.0, 0.0], [0.0, 0.0, 0.0], [0.0, 0.0, 0.0], [0.0, 0.0, -0.1], [0.1, 0.1, 0.2], [0.0, -0.1, -0.3], [0.0, -0.1, 0.1], [0.0, 0.0, 0.0], [0.0, 0.0, -0.1], [0.0, -0.2, -0.2], [0.0, 0.0, 0.2], [0.0, 0.0, 0.0], [0.0, 0.0, 0.0], [0.0, 0.0, 0.0], [0.0, 0.0, 0.0], [-0.1, 0.8, 0.0], [0.1, -1.1, 0.0], [0.0, 0.0, -0.3], [0.0, -0.1, 0.4], [0.1, -0.1, -0.3], [0.0, 0.2, 0.3], [1.0, 0.0, 0.1], [-0.1, 0.2, -0.4], [0.0, -0.4, 0.0], [-1.2, -0.2, 0.0], [0.0, 0.0, 0.0], [0.0, 0.0, 0.0], [0.0, 0.0, 0.0], [0.0, 0.0, 0.0], [0.0, 0.0, 0.0], [0.0, 0.0, 0.0], [0.0, 0.0, 0.0], [0.0, 0.0, 0.0], [0.0, 0.0, 0.0]], "lowdin_charge": [0.439, -0.012, -0.374, 0.004, -0.108, 0.027, -0.153, 0.005, -0.045, -0.158, -0.012, -0.172, -0.141, 0.008, -0.128, -0.040, 0.023, -0.044, 0.116, 0.123, 0.108, 0.043, 0.096, 0.110, 0.097, 0.177, -0.171, -0.187, 0.011, -0.019, -0.104, 0.003, -0.053, 0.129, 0.117, 0.102, 0.121, 0.879, -0.568, 0.622, -0.964, -0.079, -0.223, 0.236, -0.228, -0.235, 0.367, 0.031, 0.027, 0.030, 0.030, 0.026, 0.027, 0.030, 0.028, 0.026]}